Below is C34H25N2Pt as an isolated structure, with properties calculated with ωB97M-V/def2-TZVPD.

Positions of all 62 atoms, in Å:
Pt -1.118 -0.066 -0.369
N -0.282 3.335 -0.477
C 0.462 3.418 0.700
C 1.604 4.218 0.727
C 2.312 4.423 1.892
C 1.906 3.814 3.071
C 0.779 3.009 3.047
C 0.040 2.798 1.885
C -1.197 1.981 2.015
C -2.092 2.492 2.959
C -3.242 1.825 3.354
C -3.509 0.585 2.823
C -2.648 0.056 1.872
C -1.510 0.737 1.391
H 0.288 3.496 -1.295
H -0.759 2.443 -0.577
H 1.934 4.682 -0.196
H 3.197 5.043 1.871
H 2.461 3.952 3.990
H 0.451 2.516 3.955
H -1.869 3.460 3.394
H -3.906 2.272 4.083
H -4.372 0.016 3.151
H -2.849 -0.944 1.499
C 0.681 -0.780 -0.469
C 1.779 -0.955 -1.028
C 3.080 -1.228 -1.493
C 3.243 -2.119 -2.629
C 2.185 -2.444 -3.509
C 2.348 -3.356 -4.542
C 3.564 -3.988 -4.773
C 4.611 -3.701 -3.912
C 4.458 -2.807 -2.871
C 4.253 -0.699 -0.809
C 5.474 -0.466 -1.476
C 6.586 0.033 -0.822
C 6.543 0.320 0.535
C 5.343 0.117 1.208
C 4.222 -0.363 0.555
H 1.222 -1.981 -3.333
H 1.510 -3.591 -5.178
H 3.683 -4.696 -5.584
H 5.565 -4.203 -4.038
H 5.287 -2.657 -2.194
H 5.538 -0.654 -2.540
H 7.498 0.204 -1.383
H 7.415 0.699 1.053
H 5.277 0.340 2.262
H 3.294 -0.499 1.099
N -1.625 -0.682 -2.291
C -2.043 -1.139 -3.254
C -2.536 -1.634 -4.506
C -3.774 -2.273 -4.562
C -4.236 -2.747 -5.777
C -3.470 -2.586 -6.924
C -2.239 -1.948 -6.861
C -1.766 -1.468 -5.651
H -4.356 -2.395 -3.659
H -5.195 -3.247 -5.829
H -3.834 -2.962 -7.872
H -1.640 -1.828 -7.753
H -0.807 -0.979 -5.581

The largest force on an atom is 0.94 eV Å⁻¹. The value obtained for the orbital gap (alpha / beta) is 4.01 / 3.73 eV. The value obtained for the energy above the lowest of the compared OMol25 structures with the same formula, charge and spin is 1.3734 eV. The value obtained for the total energy is -1539.37315 Ha. The charge is -1. For the HOMO energy (alpha / beta), the calculation gives -2.296 / -2.081 eV.


Below is a 2-piece molecular cluster, C4H7NO overall, with properties calculated with ωB97M-V/def2-TZVPD.

Positions of all 13 atoms, in Å:
C 1.680 0.184 0.113
C 0.098 0.254 -0.555
C -0.068 -0.882 0.302
N -2.238 -0.766 0.206
C -2.394 0.381 0.018
O -0.523 1.348 -0.273
H 2.150 0.828 -0.630
H 1.662 0.701 1.071
H 2.256 -0.745 0.159
H 0.251 -0.031 -1.614
H 0.189 -1.885 -0.033
H -0.183 -0.722 1.369
H -2.889 1.323 -0.119

The largest force on an atom is 0.94 eV Å⁻¹. The value obtained for the orbital gap is 9.64 eV. The value obtained for the energy above the lowest of the compared OMol25 structures with the same formula, charge and spin is 4.9353 eV. The value obtained for the total energy is -286.45028 Ha. For the HOMO energy, the calculation gives -9.161 eV.


Below is a 2-piece molecular cluster, C3H7NO overall at a distorted geometry, with properties calculated with ωB97M-V/def2-TZVPD.

Positions of all 12 atoms, in Å:
O -3.847 -3.719 3.438
C -4.602 -2.913 2.991
H -5.641 -2.786 3.350
H -4.314 -2.230 2.168
C 2.779 1.281 -0.428
C 1.886 1.298 -1.401
N 2.222 1.401 -2.783
H 3.847 1.430 -0.596
H 2.487 1.259 0.615
H 0.844 1.111 -1.206
H 2.933 2.126 -2.869
H 1.406 1.740 -3.279

As for the SMILES: C=CN.C=O. The largest force on an atom is 1.09 eV Å⁻¹. The value obtained for the orbital gap is 9.62 eV. The value obtained for the energy above the lowest of the compared OMol25 structures with the same formula, charge and spin is 2.4142 eV. The value obtained for the total energy is -248.43777 Ha. For the HOMO energy, the calculation gives -8.667 eV.


Below is one molecule with the formula C6H12O, with properties calculated with ωB97M-V/def2-TZVPD.

Positions of all 19 atoms, in Å:
C 1.270 1.078 -1.110
C 0.637 0.493 0.156
C 0.779 1.450 1.345
C -0.840 0.206 -0.030
O -1.238 -1.023 -0.782
C -1.624 -0.649 0.864
C -0.781 -2.372 -0.458
H 2.345 1.243 -0.971
H 1.139 0.412 -1.970
H 0.820 2.047 -1.363
H 1.140 -0.446 0.414
H 0.283 2.408 1.143
H 1.834 1.663 1.551
H 0.331 1.014 2.244
H -1.347 1.043 -0.529
H -2.687 -0.441 0.685
H 0.121 -2.383 0.155
H -0.625 -2.827 -1.433
H -1.560 -2.915 0.090

The largest force on an atom is 0.71 eV Å⁻¹. The value obtained for the orbital gap is 8.99 eV. The value obtained for the energy above the lowest of the compared OMol25 structures with the same formula, charge and spin is 5.0153 eV. The value obtained for the total energy is -310.87496 Ha. For the HOMO energy, the calculation gives -7.938 eV.


Below is a 14-piece molecular cluster, C16H60O22 overall at a distorted geometry, with properties calculated with ωB97M-V/def2-TZVPD.

Positions of all 98 atoms, in Å:
O -2.010 -3.736 -0.467
H -1.833 -3.085 0.245
H -2.289 -4.584 -0.092
O 0.299 -2.461 -3.010
H 1.199 -2.161 -2.701
H 0.214 -1.712 -3.610
O 0.104 -4.288 2.836
H 1.058 -4.239 2.447
H -0.268 -3.855 2.059
O 2.758 -1.566 -2.288
H 3.327 -0.999 -2.814
H 2.960 -1.620 -1.367
O 2.455 -4.371 1.380
H 3.014 -5.119 1.320
H 1.766 -4.655 0.795
O 3.281 -1.969 0.525
H 3.053 -2.851 0.824
H 4.185 -1.709 0.820
C 1.199 1.428 -3.118
C 0.131 1.076 -4.134
O 0.368 -0.319 -4.530
O 0.524 2.353 -2.277
H 2.065 1.859 -3.627
H 1.501 0.518 -2.640
H 0.227 1.619 -5.087
H -0.932 1.210 -3.995
H 0.705 -0.330 -5.434
H 0.821 3.265 -2.409
C -3.405 -0.349 -3.076
C -2.482 -0.604 -1.872
O -3.215 -0.361 -0.681
O -2.849 -0.762 -4.258
H -3.802 0.659 -3.056
H -4.353 -0.999 -3.204
H -1.652 0.082 -2.010
H -2.237 -1.641 -1.873
H -2.688 -0.468 0.122
H -3.461 -0.616 -4.993
C 0.326 -0.452 0.012
C 0.076 -1.202 1.319
O -1.218 -1.767 1.213
O 1.598 -0.079 -0.085
H -0.252 0.497 -0.097
H 0.161 -1.009 -0.801
H 0.108 -0.656 2.232
H 0.937 -1.892 1.447
H -1.670 -1.556 2.028
H 2.315 -0.577 0.365
C -3.704 -2.598 2.484
C -4.947 -2.996 3.192
O -5.133 -4.322 2.825
O -3.369 -1.303 2.968
H -3.778 -2.525 1.371
H -2.884 -3.270 2.680
H -5.739 -2.355 2.800
H -4.912 -2.977 4.347
H -5.624 -4.694 3.626
H -3.321 -1.420 3.869
C 4.656 2.364 -1.283
C 3.425 2.709 -0.273
O 3.791 2.133 0.902
O 4.397 2.792 -2.585
H 4.968 1.260 -1.325
H 5.534 2.947 -1.053
H 2.440 2.240 -0.557
H 3.169 3.743 0.055
H 3.979 1.275 0.733
H 4.033 3.715 -2.624
C -2.094 4.395 -3.088
C -2.973 3.549 -2.222
O -2.313 2.438 -1.730
O -2.787 5.467 -3.573
H -1.665 3.798 -3.902
H -1.321 4.763 -2.440
H -3.662 3.286 -2.992
H -3.323 4.194 -1.435
H -1.410 2.442 -1.817
H -2.602 6.179 -3.002
C 3.245 0.202 3.521
C 3.219 -1.190 4.211
O 4.181 -2.069 3.713
O 2.395 1.127 4.154
H 2.940 0.165 2.550
H 4.199 0.608 3.550
H 2.247 -1.687 3.997
H 3.287 -1.173 5.296
H 4.324 -2.916 4.170
H 2.078 0.699 4.954
C -0.012 2.533 2.220
C -1.486 2.550 2.064
O -2.156 2.112 3.116
O 0.507 2.866 1.015
H 0.417 1.487 2.385
H 0.397 3.082 3.073
H -1.825 2.087 1.132
H -1.880 3.634 1.955
H -1.965 2.575 3.900
H 0.956 2.141 0.684

The largest force on an atom is 5.69 eV Å⁻¹. The value obtained for the orbital gap is 8.48 eV. The value obtained for the energy above the lowest of the compared OMol25 structures with the same formula, charge and spin is 6.5687 eV. The value obtained for the total energy is -2300.53494 Ha. For the HOMO energy, the calculation gives -8.732 eV.


Below is C3H10N2O2 as an isolated structure at a distorted geometry, with properties calculated with ωB97M-V/def2-TZVPD.

Positions of all 17 atoms, in Å:
C 0.112 -0.752 0.340
C 0.329 0.626 0.762
C -2.315 0.139 -0.407
N 1.809 0.864 -0.108
N 0.352 -1.229 -0.920
O -1.586 -0.342 0.685
O 2.876 0.503 0.785
H 3.072 -0.414 0.548
H 1.883 1.879 -0.164
H 0.331 -1.485 1.112
H 0.112 -0.603 -1.677
H 0.176 -2.209 -1.082
H -0.241 1.505 0.484
H 0.667 0.705 1.791
H -3.368 0.221 -0.120
H -2.256 -0.529 -1.286
H -1.951 1.122 -0.744

The largest force on an atom is 6.58 eV Å⁻¹. The value obtained for the orbital gap is 9.39 eV. The value obtained for the energy above the lowest of the compared OMol25 structures with the same formula, charge and spin is 5.5653 eV. The value obtained for the total energy is -380.13214 Ha. For the HOMO energy, the calculation gives -8.519 eV.